Density functional theory data (ωB97M-V/def2-TZVPD) for a 8-piece molecular cluster, C66H71BrCl2F7O28P overall at a distorted geometry.

Computed properties:
- gap between HOMO and LUMO (eV) = 7.437
- highest occupied orbital energy (eV) = -9.335
- LUMO (eV) = -1.90
- structure (SMILES) = CCCCCCCCCCCCCCCCCC[PH](Br)([C@H](Cl)[C@@H](C)Cl)C(F)(F)C(F)(F)C(F)(F)F.O=C1C=C(O)C(=O)C=C1O.O=C1C=C(O)C(=O)C=C1O.O=C1C=C(O)C(=O)C=C1O.O=C1C=C(O)C(=O)C=C1O.O=C1C=C(O)C(=O)C=C1O.O=C1C=C(O)C(=O)C=C1O.O=C1C=C(O)C(=O)C=C1O

ORCA input file:
```
! wB97M-V def2-TZVPD RIJCOSX def2/J DEFGRID3
* xyz 0 1
Br 1.99165 -0.23195 -0.26889
Cl -2.97276 -0.70405 1.70522
Cl -4.49052 0.03287 -0.99312
P -0.39716 0.08031 0.24633
F -1.94595 -1.93186 -0.78261
F -0.92732 -1.51601 -4.60494
F -0.00867 -0.04118 -2.66629
F 0.08169 -2.47084 -0.33451
F 0.78364 -2.07274 -2.65122
F -1.57264 -3.07705 -3.28257
F -2.50113 -1.15543 -3.23893
O -3.91999 0.90617 12.40852
O -0.22782 9.49852 -1.99356
O -5.71230 -6.73657 -1.82565
O 1.58863 5.19198 -2.52227
O -2.35053 -7.25953 1.42470
O -3.11152 -0.65594 5.10697
O -4.93815 2.79159 -6.78298
O 1.55295 -4.83502 -1.14163
O 0.40250 1.80603 8.48364
O -0.08875 2.81927 -4.68515
O -7.03356 1.74757 -8.85704
O -5.49135 -4.17628 -1.49051
O -1.67618 1.35983 4.29445
O -5.03779 -0.08090 14.52728
O -4.71760 0.54481 -8.94602
O -2.14810 8.61919 -0.49180
O 3.76705 -8.96243 -1.50988
O -0.98081 -0.23906 9.27687
O -1.17433 5.10814 -5.19766
O -2.17980 -4.69734 1.81032
O 5.62704 -7.95880 -3.00282
O 3.40267 -3.82639 -2.67949
O -6.25411 -2.58631 -12.09790
O -3.86862 0.49582 -6.26291
O -0.34976 4.31075 -1.05427
O -1.26719 -2.92956 11.78341
O -8.54921 -1.38675 -12.01255
O -2.43286 -3.94113 13.86602
C 4.67813 -7.12378 -2.60455
C 0.78607 2.50975 1.85102
C -1.20513 2.73068 -5.16869
C 0.05594 0.01883 2.01616
C 7.65312 -0.27721 -0.59835
C -2.21880 0.53406 0.64465
C -5.55857 0.05102 -9.67610
C -1.29255 7.71815 -0.94126
C 6.01568 -2.25153 -0.17041
C -3.11274 -6.60446 0.73693
C 3.62938 -7.77206 -1.73033
C 4.53987 -1.81921 -0.27875
C -3.82112 2.85925 -6.29626
C 3.54554 -5.01014 -2.43554
C -4.14159 -0.84628 13.92189
C -0.19251 8.29789 -1.80431
C -4.05036 -7.16355 -0.21470
C 6.97618 -1.20012 0.42719
C -2.53192 1.85002 -1.52844
C -3.80250 -2.07493 14.33570
C 3.86821 4.43547 1.96733
C 3.03247 3.38876 2.71738
C -1.48462 1.04750 5.45843
C 5.18830 4.38715 -0.25370
C -1.19967 0.08606 8.12232
C -3.52192 -0.20871 12.69894
C -2.80761 -2.81627 13.58846
C 2.50251 -5.65735 -1.54747
C -1.36734 -1.78839 -3.39058
C 1.51170 3.63191 2.59596
C -6.34531 -1.54614 -11.28538
C -3.06025 -5.10384 0.90694
C -3.13362 1.54891 -5.97004
C -0.37641 5.51918 -1.22061
C 0.81479 7.40597 -2.34145
C -0.68117 -1.47892 -0.85210
C 3.56202 -3.00602 -0.29298
C -2.14031 -0.57261 7.24777
C -1.37406 6.40631 -0.67080
C -2.17461 -2.16835 12.37807
C 7.11493 1.66539 -2.21819
C -6.92560 0.69946 -9.65904
C 2.54881 -6.95815 -1.22070
C -4.82610 -6.33419 -0.92725
C 6.65137 0.36239 -1.56342
C 5.73490 2.97881 -0.49926
C 4.63315 -5.82626 -2.93603
C -1.89844 4.03971 -5.48695
C -1.89931 1.49497 -5.44040
C -0.41706 1.26919 7.59706
C -4.75639 -4.83121 -0.77394
C 1.03793 1.12348 2.45046
C 2.96655 -3.31080 1.08833
C -7.71197 -0.89841 -11.27596
C -7.93571 0.24199 -10.41388
C -2.51487 -0.93990 11.96145
C -3.21654 1.12464 -0.37938
C 7.03092 2.90986 -1.31439
C -2.28379 -0.12502 5.99048
C -5.33376 -1.09222 -10.53105
C -3.12975 4.09537 -6.01447
C -3.83690 -4.27593 0.19493
C 0.73174 6.09763 -2.06863
C -0.55562 1.71586 6.33958
C -0.28527 -1.32191 -2.37902
C 3.81408 4.30552 0.43088
H -3.21731 2.61400 -1.91198
H -6.16071 1.92351 -8.45079
H 5.10690 4.90018 -1.21830
H -4.68388 0.85260 -6.66688
H 3.69583 -3.10818 1.87835
H -1.23372 -3.76043 12.29745
H -4.24094 -2.54063 15.20679
H -3.00415 -0.13685 4.28338
H 4.94309 2.39480 -0.97691
H -0.19990 1.29009 -0.39511
H 4.39011 -1.22400 -1.18178
H 3.25509 2.41522 2.27484
H -2.06895 -0.47140 11.09582
H -3.62752 5.02720 -6.24276
H 2.08000 -2.69449 1.25955
H -1.75203 -5.50577 2.15520
H -8.91594 0.69693 -10.41285
H 8.39273 -0.86170 -1.15945
H -4.09112 -8.23819 -0.32169
H 6.43943 -0.36157 -2.35953
H 1.75562 -3.95494 -1.51947
H 2.73899 -2.75996 -0.97280
H 2.65946 -4.35570 1.17586
H 8.21276 0.49240 -0.05365
H 1.05541 2.54186 0.78846
H -1.65100 2.39407 -1.19043
H 3.54661 5.44275 2.25446
H 8.13654 1.54381 -2.59646
H 1.02197 3.79516 3.56046
H 7.08422 3.79283 -1.96379
H 0.30419 1.28301 9.30400
H 1.29360 4.32437 -2.17953
H 0.51049 -0.96583 2.15616
H 1.36747 4.55786 2.02580
H 0.87534 1.23702 3.53214
H 6.41661 -0.57971 1.13842
H 6.48351 1.84382 -3.09713
H 5.87768 4.97411 0.36390
H -3.79830 -3.20085 0.30619
H 7.75006 -1.72298 0.99802
H -2.28693 1.21111 -2.37230
H 0.00121 2.55891 5.95515
H -7.13291 -2.68317 -12.51603
H -2.15640 5.98428 -0.05582
H -0.29773 2.69216 1.89580
H -2.07529 1.36269 1.34852
H 1.80706 -7.42889 -0.59060
H -3.80020 1.86124 0.17827
H -1.85112 9.48112 -0.84656
H 5.70847 0.51296 -1.03886
H 4.90260 4.32917 2.31867
H 5.39978 -8.82796 -2.61643
H 5.37898 -5.35650 -3.56137
H 2.06880 0.78430 2.34377
H 3.33709 3.38056 3.76769
H 6.04761 -3.13681 0.47600
H -0.31593 4.77368 -4.86589
H -4.35502 -1.55033 -10.52720
H 5.91564 2.51047 0.47906
H 7.89870 2.97518 -0.65021
H 3.15174 5.08322 0.03561
H -1.41870 0.55577 -5.20615
H 4.05037 -3.89647 -0.70334
H 6.37294 -2.55738 -1.16002
H -0.83364 0.09278 2.63368
H -2.70160 -1.41060 7.63597
H 4.30070 -1.17822 0.57895
H -6.11850 -5.92336 -2.18640
H 3.36150 3.34469 0.16106
H 1.60032 7.82822 -2.95185
H -5.08156 0.74565 14.00674
*
```

Atomic partial charges in e from the Mulliken method, atoms 1 to 8: -0.0101, -0.3334, -0.1454, 0.6191, -0.0367, -0.2801, -0.0830, -0.0636